A 3-piece molecular cluster, C22H29ClN2O11S2 overall. Source: the Open Molecules 2025 dataset; level of theory: wB97M-V/def2-TZVPD.

## Properties
**Gap between HOMO and LUMO**: 0.3272 Ha
**Net charge**: 0
**Lowest unoccupied orbital energy**: -0.959 eV

Each atom is followed by the atoms it is bonded to, with distances in Å.
Element x y z (Å)
1 C -3.090 -1.825 6.049  C2 1.546, H21 1.090, H22 1.094, H23 1.091
2 C -4.353 -1.129 5.491  C1 1.546, O3 1.444, H24 1.093, H25 1.095
3 O -4.651 -1.711 4.204  C2 1.444, C4 1.364
4 C -5.993 -1.686 3.964  O3 1.364, O5 1.174, C6 1.527
5 O -6.773 -2.391 4.487  C4 1.174
6 C -6.430 -0.688 2.893  C4 1.527, C7 1.576, H26 1.092, H27 1.088
7 C -6.207 -1.388 1.499  C6 1.576, C8 1.548, H28 1.093, H29 1.090
8 C -5.109 -0.621 0.723  C7 1.548, O9 1.433, H30 1.095, H31 1.098
9 O -3.856 -1.204 1.102  C8 1.433, S10 1.632
10 S -2.703 -0.064 1.288  O9 1.632, O11 1.436, O12 1.639
11 O -2.823 0.549 2.581  S10 1.436
12 O -1.435 -1.102 1.307  S10 1.639, C13 1.442
13 C -0.184 -0.387 1.359  O12 1.442, C14 1.526, H32 1.098, H33 1.091
14 C 0.688 -0.663 0.138  C13 1.526, C15 1.555, H34 1.081, H35 1.096
15 C 0.052 -0.328 -1.241  C14 1.555, C16 1.540, H36 1.096, H37 1.090
16 C -0.814 0.945 -1.278  C15 1.540, S17 1.814, H38 1.091, H39 1.093
17 S -0.232 2.094 -2.556  C16 1.814, O18 1.422, O19 1.423, Cl20 2.062
18 O -0.545 1.585 -3.846  S17 1.422
19 O 1.156 2.304 -2.328  S17 1.423
20 Cl -1.240 3.863 -2.226  S17 2.062
21 H -3.327 -2.471 6.895  C1 1.090
22 H -2.712 -2.450 5.235  C1 1.094
23 H -2.307 -1.105 6.289  C1 1.091
24 H -5.193 -1.302 6.169  C2 1.093
25 H -4.164 -0.053 5.415  C2 1.095
26 H -5.798 0.199 2.974  C6 1.092
27 H -7.490 -0.456 2.973  C6 1.088
28 H -5.793 -2.388 1.656  C7 1.093
29 H -7.125 -1.468 0.918  C7 1.090
30 H -5.173 0.453 0.925  C8 1.095
31 H -5.293 -0.765 -0.349  C8 1.098
32 H -0.324 0.684 1.555  C13 1.098
33 H 0.357 -0.761 2.230  C13 1.091
34 H 1.661 -0.193 0.184  C14 1.081
35 H 0.884 -1.741 0.140  C14 1.096
36 H 0.886 -0.162 -1.933  C15 1.096
37 H -0.486 -1.191 -1.635  C15 1.090
38 H -0.844 1.524 -0.354  C16 1.091
39 H -1.840 0.667 -1.532  C16 1.093
40 C 6.880 1.741 3.427  C41 1.388, C45 1.389, H49 1.083
41 C 6.707 1.103 2.205  C40 1.388, C42 1.385, H50 1.082
42 C 5.523 0.440 1.931  C41 1.385, C43 1.384, H51 1.081
43 C 4.521 0.427 2.886  C42 1.384, C44 1.384, N46 1.468
44 C 4.682 1.052 4.111  C43 1.384, C45 1.385, H52 1.081
45 C 5.870 1.712 4.379  C40 1.389, C44 1.385, H53 1.082
46 N 3.255 -0.255 2.590  C43 1.468, O47 1.220, O48 1.217
47 O 3.150 -0.813 1.510  N46 1.220
48 O 2.381 -0.222 3.436  N46 1.217
49 H 7.804 2.263 3.636  C40 1.083
50 H 7.496 1.126 1.465  C41 1.082
51 H 5.392 -0.056 0.979  C42 1.081
52 H 3.897 1.034 4.853  C44 1.081
53 H 6.008 2.207 5.331  C45 1.082
54 C 0.890 1.006 -6.677  C55 1.389, C59 1.388, H63 1.082
55 C 0.891 0.488 -7.966  C54 1.389, C56 1.386, H64 1.082
56 C 2.070 0.022 -8.526  C55 1.386, C57 1.384, H65 1.081
57 C 3.236 0.076 -7.782  C56 1.384, C58 1.385, N60 1.470
58 C 3.250 0.595 -6.499  C57 1.385, C59 1.386, H66 1.081
59 C 2.069 1.063 -5.946  C54 1.388, C58 1.386, H67 1.082
60 N 4.484 -0.441 -8.363  C57 1.470, O61 1.218, O62 1.218
61 O 4.442 -0.873 -9.501  N60 1.218
62 O 5.486 -0.408 -7.672  N60 1.218
63 H -0.031 1.365 -6.238  C54 1.082
64 H -0.029 0.446 -8.534  C55 1.082
65 H 2.067 -0.380 -9.529  C56 1.081
66 H 4.166 0.639 -5.926  C58 1.081
67 H 2.064 1.470 -4.943  C59 1.082